Computed, not measured: one molecule with the formula C19H21N3O5S2 in a non-equilibrium geometry, with wB97M-V/def2-TZVPD.

SMILES   Cc1noc(C)c1S(=O)(=O)NCc1ccc(-c2cccc(NS(C)(=O)=O)c2)cc1
HOMO energy   -8.7 eV
Frontier orbital gap   9.0 eV
LUMO   0.24 eV
Energy relative to the best compared isomer or geometry (same formula, charge and spin)   35.3 kcal per mole

Each line ends with the natural charge from an NBO analysis.
Cartesian coordinates (Å):
O -0.5546 -1.5308 5.3216  -0.94
O 1.2401 -2.3089 3.9039  -0.92
O -1.2814 5.0772 -3.6813  -0.93
O -2.2012 3.3093 -2.2901  -0.92
N 0.5409 1.7325 2.0883  -0.12
O -0.8679 1.7954 2.3097  -0.29
C 0.9485 0.5993 2.5821  0.20
C -1.2477 0.6618 2.9541  0.43
C -0.1554 -0.0985 3.0987  -0.50
C 1.7880 -0.2457 -4.5900  -0.18
C -0.9975 -1.2762 -0.8105  -0.21
C 1.2702 -2.0057 -0.5700  -0.16
C 1.5675 -0.9243 -3.3880  -0.24
C 1.0992 0.9640 -4.8265  -0.25
C 0.0642 0.8117 -2.6886  -0.28
C -1.3360 -2.0294 0.2980  -0.15
C 0.9441 -2.7129 0.5872  -0.21
C 0.3441 -1.2100 -1.2493  -0.08
C 0.6891 -0.3799 -2.4259  0.05
C 0.2588 1.5187 -3.8857  0.15
C -0.3854 -2.7376 1.0090  -0.07
N -1.2780 -2.6281 3.2398  -0.84
N -0.3286 2.7621 -4.1253  -0.85
C 2.3575 0.1271 2.4984  -0.65
C -2.6833 0.4736 3.4184  -0.68
C -0.8258 -3.5230 2.1979  -0.26
C 0.3221 4.1334 -1.7976  -0.87
S -0.0820 -1.6575 3.9415  2.26
S -0.9956 3.8399 -2.9609  2.24
H 2.4663 -0.6635 -5.2947  0.22
H -1.7576 -0.6975 -1.3417  0.22
H 2.2705 -2.0432 -0.9048  0.20
H 2.0844 -1.8722 -3.2058  0.22
H 1.2860 1.4869 -5.7736  0.21
H -0.6105 1.2423 -1.9445  0.23
H -2.3985 -2.0565 0.5969  0.21
H 1.6592 -3.2729 1.1516  0.23
H -1.6665 -3.1667 4.0105  0.41
H -0.5575 2.9735 -5.1027  0.43
H 3.0248 0.8532 2.0604  0.24
H 2.8055 -0.0095 3.5087  0.25
H 2.3819 -0.7994 1.9316  0.25
H -2.8530 -0.5237 3.8532  0.26
H -3.0393 1.3090 4.0560  0.25
H -3.3035 0.4922 2.5070  0.24
H -1.6478 -4.2160 1.8643  0.22
H -0.0180 -4.1635 2.5629  0.21
H -0.1570 4.5949 -0.9186  0.27
H 0.7740 3.1995 -1.4973  0.26
H 1.0429 4.7957 -2.2781  0.26